1.
Computed, not measured: a 2-piece molecular cluster, C5H12OS overall at a distorted geometry, with the ωB97M-V functional and the def2-TZVPD basis.

```
19
Properties=species:S:1:pos:R:3:forces:R:3
C 2.049 1.264 0.698 -0.06 -0.56 -0.53
C -2.491 -1.182 0.324 0.05 -0.06 0.08
C -4.411 0.191 -0.468 -0.05 0.09 -0.09
C 4.022 -0.048 -0.645 -0.78 -0.03 -0.01
C -3.109 0.006 -0.343 0.05 -0.03 0.03
O 2.007 -1.381 0.475 -0.26 -0.99 0.60
S 2.198 -0.221 -0.394 1.00 1.49 0.06
H 2.686 1.144 1.568 0.16 -0.14 0.06
H 2.329 2.141 0.127 0.01 0.20 -0.07
H -2.604 -1.109 1.407 0.08 -0.03 0.04
H -2.982 -2.099 0.005 0.03 -0.09 0.02
H -1.427 -1.257 0.105 0.01 -0.09 0.01
H -5.122 -0.529 -0.097 -0.13 -0.20 0.08
H 1.013 1.335 1.020 -0.06 -0.03 -0.09
H -4.818 1.064 -0.945 -0.05 0.22 -0.10
H 4.364 -0.939 -1.162 -0.07 -0.09 -0.07
H 4.197 0.828 -1.258 0.07 0.16 -0.12
H 4.528 0.039 0.310 -0.06 0.00 0.19
H -2.427 0.752 -0.726 0.04 0.19 -0.08
```
Positions in Å, forces in eV/Å.

Values from the calculation:
* max |F|: 1.798 eV Å⁻¹
* frontier orbital gap: 9.90 eV
* LUMO level: 0.770 eV
* relative energy (zero: lowest compared OMol25 entry of this formula, charge and spin): 43.4 kcal per mole
* molar mass: 120.22 Da



2.
Computed, not measured: C36H19Cl2N8O3RuS5Se as an isolated structure at a distorted geometry, with the ωB97M-V functional and the def2-TZVPD basis.

```
75
Properties=species:S:1:pos:R:3:forces:R:3
Ru -1.047 0.474 -0.195 -1.38 -1.17 -0.59
Se 1.075 -6.923 -0.323 0.03 -0.12 -0.02
N -0.492 -6.089 -0.180 0.01 0.03 -0.02
C -0.232 -4.823 -0.012 -0.04 0.17 0.02
C -1.263 -3.798 0.161 0.06 -0.24 0.04
C -2.625 -4.081 0.234 -0.03 -0.08 0.00
C -3.510 -3.049 0.450 0.03 0.01 0.10
C -3.023 -1.751 0.562 -0.03 0.02 0.11
N -1.729 -1.476 0.482 0.67 0.06 -0.42
C -0.858 -2.479 0.295 -0.10 -0.02 0.13
C 0.550 -2.113 0.319 -0.06 0.10 0.08
N 0.796 -0.812 0.506 0.51 0.51 -0.07
C 2.048 -0.429 0.714 -0.03 -0.08 0.13
C 3.123 -1.315 0.657 -0.01 0.02 0.05
C 2.877 -2.638 0.378 0.02 -0.06 0.00
C 1.555 -3.060 0.233 0.09 -0.24 -0.06
C 1.169 -4.455 0.019 -0.05 0.16 0.07
N 2.023 -5.428 -0.128 -0.02 0.01 0.00
H -2.958 -5.106 0.136 -0.01 0.02 -0.02
H -4.573 -3.225 0.528 0.00 0.01 -0.01
H -3.681 -0.909 0.724 -0.02 0.01 -0.07
H 2.202 0.613 0.959 0.01 0.02 -0.08
H 4.126 -0.949 0.830 0.00 0.01 -0.03
H 3.675 -3.365 0.293 0.01 0.02 0.03
Cl -5.206 -0.935 -2.435 0.00 0.12 0.00
C -4.609 0.693 -2.331 -0.22 -0.20 -0.09
C -5.428 1.758 -2.746 0.02 -0.08 -0.02
C -4.990 3.046 -2.652 -0.04 0.01 -0.03
Cl -6.024 4.347 -3.168 0.07 -0.06 0.05
C -3.705 3.327 -2.130 0.03 0.17 -0.03
C -3.171 4.619 -1.930 -0.03 0.00 -0.03
C -1.928 4.754 -1.385 0.06 -0.05 -0.04
C -1.202 3.603 -1.027 -0.09 0.11 -0.06
N -1.668 2.391 -1.204 0.90 0.23 0.82
C -2.907 2.238 -1.745 0.19 0.14 -0.04
C -3.346 0.902 -1.827 0.10 -0.35 -0.14
O -2.556 -0.060 -1.411 -0.21 0.51 -0.14
H -6.413 1.544 -3.136 0.01 -0.01 0.00
H -3.760 5.484 -2.202 0.00 0.00 0.00
H -1.492 5.728 -1.212 0.00 0.00 0.00
H -0.225 3.699 -0.577 -0.03 -0.01 0.09
O 1.234 0.726 3.542 0.02 0.00 0.02
S -0.042 0.097 3.367 0.18 0.11 -0.12
O -0.078 -1.335 3.231 -0.01 -0.02 -0.05
N -0.863 0.834 2.111 -0.19 0.07 0.22
C -2.058 1.245 2.507 0.17 0.07 -0.02
S -3.187 1.734 1.382 -0.18 -0.08 0.07
C -2.280 1.162 3.974 0.02 0.08 -0.08
C -3.378 1.574 4.706 -0.04 0.05 0.04
C -3.368 1.353 6.076 0.00 -0.04 0.01
C -2.283 0.736 6.696 0.00 0.01 0.00
C -1.176 0.330 5.962 0.05 0.05 -0.03
C -1.206 0.567 4.602 -0.05 -0.05 0.07
H -4.208 2.063 4.211 -0.03 -0.06 -0.01
H -4.220 1.652 6.673 0.02 0.03 0.00
H -2.302 0.566 7.765 -0.01 0.02 0.00
H -0.324 -0.142 6.432 -0.02 -0.02 0.00
S 4.585 3.329 -0.970 0.04 -0.04 -0.02
C 3.584 2.144 -1.537 0.11 -0.16 0.05
S 1.865 2.245 -1.286 -0.12 0.09 -0.06
C 1.634 0.689 -2.026 -0.04 0.06 0.00
N 2.729 0.159 -2.433 0.04 -0.07 -0.06
N 3.822 0.967 -2.183 -0.03 0.04 -0.14
C 5.072 0.429 -2.644 -0.04 -0.04 0.02
C 6.213 1.208 -2.783 0.02 0.04 -0.05
C 7.389 0.623 -3.236 -0.02 0.01 0.00
C 7.439 -0.721 -3.563 -0.02 0.00 0.01
C 6.286 -1.486 -3.448 0.03 0.02 -0.01
C 5.109 -0.922 -2.990 -0.02 -0.06 0.07
S 0.076 -0.059 -2.228 -0.31 0.18 0.27
H 6.194 2.258 -2.553 -0.02 0.03 0.05
H 8.272 1.241 -3.338 -0.01 0.00 0.01
H 8.363 -1.168 -3.908 -0.01 0.00 -0.03
H 6.296 -2.532 -3.726 0.01 0.00 0.04
H 4.214 -1.518 -2.906 0.03 0.01 -0.01
```
Positions in Å, forces in eV/Å.

Values from the calculation:
* max |F|: 1.897 eV Å⁻¹
* frontier orbital gap (alpha / beta): 6.90 / 6.91 eV
* LUMO level (alpha / beta): -0.980 / -0.979 eV
* multiplicity: 2
* relative energy (zero: lowest compared OMol25 entry of this formula, charge and spin): 34.8 kcal per mole
* molar mass: 1022.87 Da



3.
Computed, not measured: C17H22NO2SiTc as an isolated structure at a distorted geometry, with the ωB97M-V functional and the def2-TZVPD basis.

```
44
Properties=species:S:1:pos:R:3:forces:R:3
Tc 0.000 0.000 0.000 -5.20 2.41 2.64
C -2.411 -3.994 0.032 0.39 0.27 -0.08
Si -2.436 -2.238 -0.640 -2.39 -1.00 0.30
C -3.253 -2.238 -2.324 0.41 0.16 -0.06
C -3.480 -1.192 0.528 0.72 0.14 -0.20
N -0.832 -1.580 -0.674 1.94 1.68 0.70
C 0.226 -1.889 -1.496 2.11 -1.39 -1.94
C 0.170 -2.991 -2.387 0.52 0.09 -0.32
C 1.192 -3.333 -3.281 -0.50 0.26 0.52
C 2.348 -2.578 -3.335 -0.13 0.15 0.18
C 2.492 -1.498 -2.472 -0.70 0.23 0.59
C 1.487 -1.148 -1.535 0.82 -2.76 -3.00
O 1.735 -0.069 -0.656 0.67 -1.63 -0.95
C 2.934 0.589 -0.658 2.46 2.19 0.60
C 4.048 0.048 -0.017 -0.27 -0.20 -0.02
C 5.234 0.780 0.039 -0.33 0.15 -0.20
C 5.293 2.058 -0.522 -0.29 -0.12 -0.05
C 4.164 2.608 -1.135 0.12 -0.30 0.18
C 2.981 1.874 -1.198 -0.20 -0.24 -0.05
H -3.431 -4.378 0.128 0.08 0.12 -0.05
H -1.944 -4.020 1.021 -0.04 -0.09 -0.06
H -1.857 -4.670 -0.625 -0.05 -0.04 0.11
H -4.310 -2.507 -2.232 0.13 0.03 0.12
H -2.791 -2.954 -3.008 -0.08 0.09 -0.01
H -3.199 -1.245 -2.782 -0.05 -0.08 -0.04
H -4.495 -1.595 0.597 0.17 0.00 -0.05
H -3.545 -0.161 0.169 -0.11 0.00 0.10
H -3.046 -1.182 1.532 -0.16 0.05 0.03
H -0.702 -3.637 -2.404 -0.05 0.31 0.23
H 1.062 -4.189 -3.934 -0.02 0.08 0.11
H 3.136 -2.828 -4.036 -0.04 0.11 0.11
H 3.412 -0.930 -2.545 -0.16 0.10 0.26
H 3.978 -0.939 0.434 0.06 0.10 -0.06
H 6.106 0.357 0.529 -0.17 0.04 -0.07
H 6.213 2.632 -0.469 -0.14 -0.09 -0.01
H 4.201 3.609 -1.554 -0.03 -0.19 0.07
H 2.088 2.292 -1.653 0.11 -0.03 0.00
C -0.047 -1.296 2.764 -0.01 -0.94 0.40
C 0.000 0.000 2.025 -0.28 1.66 1.78
O 0.038 1.058 2.632 0.26 -1.02 -1.61
H -0.041 -1.126 3.862 0.01 0.02 -0.75
H 0.836 -1.908 2.487 -0.54 0.13 0.09
H -0.972 -1.843 2.487 0.57 0.11 0.09
H -0.786 1.362 -0.556 0.39 -0.54 0.37
```
Positions in Å, forces in eV/Å.

Values from the calculation:
* max |F|: 6.308 eV Å⁻¹
* frontier orbital gap (alpha / beta): 7.18 / 6.94 eV
* LUMO level (alpha / beta): -4.619 / -5.001 eV
* multiplicity: 2
* molar mass: 398.45 Da
* total charge: +1



4.
Computed, not measured: a 3-piece molecular cluster, C4H6N2 overall at a distorted geometry, with the ωB97M-V functional and the def2-TZVPD basis.

```
12
Properties=species:S:1:pos:R:3:forces:R:3
C -1.678 -0.895 -0.036 -1.67 2.83 -0.54
C -1.632 0.320 -0.236 -1.09 -2.75 -0.49
C 0.219 -1.666 0.730 2.40 -0.87 0.64
N 0.421 -2.782 0.491 -0.65 0.60 0.02
H -2.211 -1.795 0.154 0.51 -0.45 0.12
H -2.021 1.171 -0.746 0.35 0.52 0.16
H -0.209 0.928 0.236 3.31 1.00 0.79
C 1.640 1.336 -0.442 0.14 0.24 -0.46
N 0.861 1.315 0.540 -2.66 -0.61 -0.15
H 0.581 -0.695 1.075 -0.66 -0.31 -0.15
H 2.629 1.779 -0.314 0.09 -0.16 0.03
H 1.400 0.984 -1.452 -0.08 -0.02 0.04
```
Positions in Å, forces in eV/Å.

Values from the calculation:
* max |F|: 3.548 eV Å⁻¹
* frontier orbital gap: 8.99 eV
* LUMO level: -0.353 eV
* SMILES string: C#C.C#N.C=N
* relative energy (zero: lowest compared OMol25 entry of this formula, charge and spin): 137.2 kcal per mole
* molar mass: 82.11 Da



- What is the formula in the third record?
  C17H22NO2SiTc



- The lowest molar mass belongs to which entry?
  C4H6N2